Entry P
The molecule C7H11NO. Source: the Open Molecules 2025 dataset; level of theory: ωB97M-V/def2-TZVPD.

Calculated values
frontier orbital gap = 0.3175 Eh
HOMO = -8.9 eV
charge = 0
LUMO level = -0.2 eV

Each atom is followed by the atoms it is bonded to, with distances in Å.
Positions of all 20 atoms, in Å:
1 H -2.8635 -0.0363 -1.1143  C14 1.157
2 H 1.8002 -1.9632 1.8177  C20 1.051
3 C 0.1238 -0.0782 0.9017  H5 1.085, C6 1.482, C7 1.619, C15 1.574
4 C -0.2049 0.7480 -1.5580  C7 1.500, H11 1.065, H16 1.089, H18 1.023
5 H 0.0842 1.0051 0.9486  C3 1.085
6 C -0.7190 -0.6274 1.9906  C3 1.482, N9 1.156
7 C -0.6848 -0.1967 -0.4963  C3 1.619, C4 1.500, H10 1.119, C14 1.505
8 H 2.6433 -0.5677 2.1237  C20 1.127
9 N -1.2417 -0.7531 3.0136  C6 1.156, O19 1.203
10 H -0.3766 -1.2097 -0.8583  C7 1.119
11 H 0.7541 0.4615 -1.9218  C4 1.065
12 H -2.3390 0.9877 0.3704  C14 1.153
13 H 3.2519 -1.7449 0.8434  C20 1.115
14 C -2.1478 0.0077 -0.2059  H1 1.157, C7 1.505, H12 1.153, H17 1.046
15 C 1.6369 -0.2856 0.5201  C3 1.574, C20 1.419
16 H -0.0856 1.7204 -1.0829  C4 1.089
17 H -2.4922 -0.6463 0.5341  C14 1.046
18 H -0.9033 0.6916 -2.3035  C4 1.023
19 O -1.7527 -0.8003 4.1018  N9 1.203
20 C 2.3513 -1.2512 1.2763  H2 1.051, H8 1.127, H13 1.115, C15 1.419



Entry Q
The molecule C7H11NO. Source: the Open Molecules 2025 dataset; level of theory: ωB97M-V/def2-TZVPD.

Calculated values
frontier orbital gap = 0.3750 Eh
SMILES string = C#CCC1(CO)CNC1
HOMO = -9.3 eV
charge = 0
LUMO level = 0.9 eV

Each atom is followed by the atoms it is bonded to, with distances in Å.
Positions of all 20 atoms, in Å:
1 C 0.0771 0.2498 -0.3355  C4 1.531, C8 1.535, C9 1.588, C18 1.534
2 N 1.3285 0.0682 1.4169  C9 1.501, H12 1.032, C18 1.444
3 H 0.1831 -1.6529 0.6731  C9 1.111
4 C 0.8490 0.9195 -1.4749  C1 1.531, H6 1.116, O13 1.443, H19 1.077
5 H -3.1414 -2.3313 1.4784  C17 1.086
6 H 0.7285 0.3503 -2.4269  C4 1.116
7 H 1.7215 -1.3792 -0.2072  C9 1.073
8 C -1.3147 -0.1691 -0.8291  C1 1.535, H10 1.135, C14 1.424, H16 1.118
9 C 0.9331 -0.9034 0.3428  C1 1.588, N2 1.501, H3 1.111, H7 1.073
10 H -1.1841 -0.6602 -1.8434  C8 1.135
11 H -0.6916 0.7394 1.6606  C18 1.132
12 H 1.3257 -0.2396 2.4022  N2 1.032
13 O 2.2461 1.0244 -1.1296  C4 1.443, H15 0.992
14 C -2.0886 -0.9073 0.1110  C8 1.424, C17 1.202
15 H 2.2817 0.8872 -0.1481  O13 0.992
16 H -1.9235 0.7485 -1.0225  C8 1.118
17 C -2.5594 -1.5378 1.0202  H5 1.086, C14 1.202
18 C 0.2320 0.9258 1.0324  C1 1.534, N2 1.444, H11 1.132, H20 1.083
19 H 0.4719 1.9005 -1.7091  C4 1.077
20 H 0.5249 1.9674 0.9888  C18 1.083



Entry R
The molecule C7H11NO. Source: the Open Molecules 2025 dataset; level of theory: ωB97M-V/def2-TZVPD.

Calculated values
frontier orbital gap = 0.3470 Eh
SMILES string = C=C1O[C@]2(CN)C[C@H]1C2
HOMO = -8.5 eV
charge = 0
LUMO level = 0.9 eV

Each atom is followed by the atoms it is bonded to, with distances in Å.
Positions of all 20 atoms, in Å:
1 C 3.1001 -0.6289 -0.0173  C3 1.336, H12 1.119, H20 1.107
2 N -2.7938 0.0223 0.1079  H6 1.058, H11 1.004, C13 1.520
3 C 1.8065 -0.2963 -0.0486  C1 1.336, O15 1.393, C19 1.528
4 H -1.7497 -1.6402 -0.9466  C13 1.098
5 C -0.3838 -0.3453 0.0712  C7 1.550, C13 1.530, O15 1.437, C16 1.566
6 H -2.7864 0.5920 -0.7836  N2 1.058
7 C -0.0700 0.7315 -0.9987  C5 1.550, H8 1.101, H10 1.124, C19 1.577
8 H -0.7854 1.5586 -0.8736  C7 1.101
9 H 0.4362 0.3420 2.1166  C16 1.116
10 H 0.1697 0.4454 -2.0586  C7 1.124
11 H -3.6518 -0.4970 0.1591  N2 1.004
12 H 3.8820 0.1707 0.0317  C1 1.119
13 C -1.7337 -1.0598 -0.0150  N2 1.520, H4 1.098, C5 1.530, H14 1.126
14 H -1.9628 -1.6954 0.8855  C13 1.126
15 O 0.7618 -1.2120 0.0599  C3 1.393, C5 1.437
16 C 0.0778 0.7149 1.1272  C5 1.566, H9 1.116, H18 1.080, C19 1.578
17 H 1.8472 1.9240 -0.0145  C19 1.130
18 H -0.6381 1.5128 1.2544  C16 1.080
19 C 1.1131 1.0643 -0.0109  C3 1.528, C7 1.577, C16 1.578, H17 1.130
20 H 3.3612 -1.7037 -0.0461  C1 1.107



It is entry P that is the least stable of them.